(1)
Molecular formula: C2H8N3
Method: DFT, wB97M-V/def2-TZVPD

Properties
Energy above the lowest of the compared OMol25 structures with the same formula, charge and spin (kcal per mole): 178.9
Largest force on an atom (eV/A): 5.06
Spin multiplicity: 1
Net charge: +1

Geometry (Å):
N 1.100 0.058 0.003
N 2.296 0.326 0.024
N 0.151 0.849 -0.170
C -2.316 0.355 -0.093
C 0.753 -1.317 0.273
H -2.406 0.428 -1.175
H -0.261 -1.315 0.512
H 1.391 -1.727 0.962
H 2.374 1.372 -0.323
H -1.853 -0.385 0.519
H 0.431 1.795 -0.146
H 1.015 -1.760 -0.670
H -2.675 1.321 0.284

Mulliken atomic charge list, values in e, 4 entries:
1. N 1.1556
2. N -0.7366
3. N -0.8683
4. C -0.1950

---

(2)
Molecular formula: C2H8N3
Method: DFT, wB97M-V/def2-TZVPD

Properties
Energy above the lowest of the compared OMol25 structures with the same formula, charge and spin (kcal per mole): 127.7
Largest force on an atom (eV/A): 7.22
Spin multiplicity: 1
Net charge: +1
SMILES: [H]/N=[N+](\N)CC

Geometry (Å):
N -1.402 1.079 0.233
N -0.381 0.453 0.787
N -0.393 -0.206 2.052
C 0.790 0.329 -0.054
C 0.825 -1.018 -0.760
H 0.767 1.202 -0.656
H -2.358 1.040 0.515
H -1.337 0.033 2.435
H 1.257 -1.892 -0.131
H 1.696 0.426 0.379
H 1.321 -1.025 -1.646
H -0.108 -1.337 -1.036
H -1.478 1.652 -0.569

Mulliken atomic charge list, values in e, 4 entries:
1. N -0.4763
2. N 0.7857
3. N -0.4199
4. C -0.3617

---

(3)
Molecular formula: C2H8N3
Method: DFT, wB97M-V/def2-TZVPD

Properties
Energy above the lowest of the compared OMol25 structures with the same formula, charge and spin (kcal per mole): 97.0
Largest force on an atom (eV/A): 3.72
Spin multiplicity: 1
Net charge: +1
SMILES: [NH3+]CN1CN1

Geometry (Å):
N -1.041 -0.689 -0.495
N -0.506 0.716 -0.282
N 1.590 -0.443 -0.391
C -1.809 0.128 0.519
C 0.756 0.573 0.406
H -1.751 -0.073 1.616
H 0.768 -1.163 -0.524
H 1.822 -0.044 -1.312
H 2.530 -0.667 0.030
H 1.183 1.501 0.258
H -2.705 0.666 0.081
H 0.718 0.169 1.461
H -1.557 -0.674 -1.367

Mulliken atomic charge list, values in e, 4 entries:
1. N -0.4365
2. N -0.3229
3. N -0.3832
4. C -0.1372

---

Question: Among the records above, which one has the highest largest force on an atom?
Answer: number 2

---

Question: What is the formula in the third record?
Answer: C2H8N3

---

Question: spin multiplicity of number 1 (C2H8N3)?
Answer: 1

---

Question: Look up the net charge of the third one.
Answer: +1